[1]
The following is a DFT calculation (ωB97M-V/def2-TZVPD) of a structure of composition C30H33N9O2STi.

LUMO: -5.948 eV
net charge: +2
ΔE to the lowest compared entry with this formula, charge and spin: 0.00 kcal per mole
largest force on an atom: 0.73 eV/A
spin multiplicity: 1
HOMO level: -13.16 eV

Each line ends with the Löwdin charge.
Geometry (Å):
Ti1 -0.69 -0.54 0.16  1.061
C1 -4.65 0.02 -1.27  0.027
C2 -3.32 0.49 -0.76  -0.373
O1 -2.56 -0.39 -0.21  -0.238
C3 -2.94 1.81 -0.86  0.013
C4 -1.78 2.30 -0.26  -0.272
C5 -1.59 3.78 -0.13  0.002
N1 -0.86 1.48 0.27  -0.050
N2 0.08 2.11 1.07  0.103
C6 0.62 1.25 1.85  -0.386
O2 0.19 -0.01 1.80  -0.236
C7 1.72 1.59 2.76  -0.151
C8 2.54 0.59 3.26  -0.035
C9 3.60 0.92 4.09  -0.063
C10 3.84 2.24 4.43  -0.055
C11 3.02 3.25 3.92  -0.050
C12 1.97 2.93 3.08  -0.010
H1 -4.87 -0.97 -0.87  0.095
H2 -5.44 0.71 -1.00  0.102
H3 -4.61 -0.04 -2.36  0.103
H4 -3.62 2.52 -1.30  0.134
H5 -2.34 4.31 -0.72  0.092
H6 -1.69 4.07 0.92  0.105
H7 -0.59 4.08 -0.43  0.088
H8 2.37 -0.44 2.98  0.104
H9 4.25 0.14 4.48  0.110
H10 4.66 2.50 5.08  0.115
H11 3.21 4.28 4.18  0.115
H12 1.32 3.70 2.69  0.117
C13 -0.82 -3.24 -1.42  -0.075
N3 -0.09 -2.73 -0.24  -0.137
C14 1.37 -2.93 -0.26  -0.065
C15 2.05 -1.63 -0.54  -0.283
N4 1.42 -0.47 -0.50  0.083
C16 2.39 0.50 -0.83  -0.173
C17 2.29 1.87 -1.03  -0.009
C18 3.44 2.55 -1.38  -0.050
C19 4.66 1.89 -1.55  -0.054
C20 4.77 0.52 -1.38  0.005
C21 3.61 -0.15 -1.03  -0.165
N5 3.35 -1.50 -0.83  0.197
C22 -1.02 -2.12 -2.39  -0.285
N6 -0.76 -0.87 -2.05  0.085
C23 -1.05 -0.10 -3.18  -0.186
C24 -0.89 1.26 -3.41  -0.006
C25 -1.26 1.74 -4.66  -0.051
C26 -1.76 0.88 -5.65  -0.053
C27 -1.90 -0.48 -5.44  0.006
C28 -1.53 -0.94 -4.18  -0.165
N7 -1.50 -2.22 -3.64  0.202
H13 -0.30 -4.07 -1.90  0.141
H14 -1.80 -3.61 -1.09  0.145
H15 -0.48 -3.19 0.57  0.047
H16 1.68 -3.29 0.72  0.147
H17 1.66 -3.68 -0.99  0.140
H18 1.36 2.40 -0.89  0.087
H19 3.40 3.62 -1.53  0.115
H20 5.54 2.46 -1.82  0.117
H21 5.71 0.01 -1.53  0.122
H22 4.01 -2.25 -0.93  0.182
H23 -0.49 1.92 -2.66  0.103
H24 -1.15 2.79 -4.88  0.116
H25 -2.04 1.29 -6.61  0.118
H26 -2.27 -1.14 -6.21  0.123
H27 -1.73 -3.08 -4.11  0.182
C29 -3.37 -3.70 4.00  -0.079
N8 -2.09 -3.08 4.29  -0.033
C30 -1.40 -2.31 3.46  -0.739
N9 -0.23 -1.80 3.85  0.144
S1 -2.06 -2.00 1.90  0.834
H28 -3.67 -4.28 4.87  0.098
H29 -3.29 -4.37 3.14  0.081
H30 -4.13 -2.95 3.79  0.086
H31 -1.71 -3.21 5.22  0.154
H32 0.05 -1.88 4.81  0.131
H33 0.18 -1.08 3.28  0.051

---

[2]
The following is a DFT calculation (ωB97M-V/def2-TZVPD) of a structure of composition C30H34As2BClN6O8Pb.

LUMO: -6.086 eV
net charge: +2
ΔE to the lowest compared entry with this formula, charge and spin: 0.00 kcal per mole
largest force on an atom: 0.30 eV/A
spin multiplicity: 1
HOMO level: -13.39 eV

Each line ends with the Löwdin charge.
Geometry (Å):
Pb1 -0.65 0.02 0.79  1.493
C1 3.53 1.68 2.23  0.046
C2 3.18 2.90 1.47  -0.233
N1 2.72 2.42 0.18  0.229
N2 2.83 1.18 0.18  0.046
C3 3.33 0.65 1.41  0.020
B1 2.52 0.31 -1.15  -0.486
N3 2.25 -1.11 -0.66  -0.051
C4 3.05 -2.18 -0.82  -0.041
C5 2.55 -3.22 -0.06  -0.017
C6 1.42 -2.68 0.56  -0.137
N4 1.24 -1.41 0.19  -0.086
N5 1.34 0.97 -1.84  -0.040
C7 1.32 1.59 -3.03  -0.032
C8 0.06 2.10 -3.24  -0.018
C9 -0.65 1.75 -2.09  -0.141
N6 0.13 1.06 -1.25  -0.099
H1 3.92 1.65 3.23  0.141
H2 2.49 4.08 3.10  0.162
H3 3.48 -0.41 1.52  0.135
H4 3.50 0.34 -1.83  0.135
H5 3.91 -2.13 -1.46  0.138
H6 2.95 -4.21 0.03  0.113
H7 0.74 -3.15 1.25  0.077
H8 2.21 1.63 -3.64  0.138
H9 -0.30 2.65 -4.09  0.111
H10 -1.68 1.94 -1.84  0.106
C10 -6.24 -3.70 4.04  0.004
O1 -4.98 -3.20 3.54  -0.083
C11 -4.00 -3.17 4.44  -0.572
O2 -4.11 -3.49 5.59  0.138
C12 -2.67 -2.75 3.89  -0.295
C13 -2.02 -1.74 4.49  -0.368
As1 -2.99 -0.03 4.75  1.374
C14 -4.70 -0.49 5.57  -0.257
C15 -3.54 -0.18 2.79  -0.252
C16 -3.34 -1.13 1.87  -0.311
As2 -2.22 -2.82 2.01  1.333
C17 -3.40 -4.10 1.14  -0.258
C18 -3.70 -0.98 0.43  -0.607
O3 -2.84 -0.68 -0.39  -0.063
O4 -4.92 -1.34 0.13  0.012
C19 -5.28 -1.28 -1.27  0.029
C20 -4.29 1.08 2.51  -0.559
O5 -4.63 1.79 3.42  0.085
O6 -4.53 1.33 1.22  -0.080
C21 -5.36 2.49 0.98  0.002
C22 -0.58 -1.42 4.25  -0.581
O7 -0.10 -0.97 3.22  -0.123
O8 0.22 -1.59 5.28  0.008
C23 -0.29 -2.11 6.54  0.001
H11 -6.92 -3.69 3.19  0.101
H12 -6.61 -3.05 4.84  0.097
H13 -6.12 -4.71 4.43  0.107
H14 -4.50 -1.07 6.47  0.044
H15 -5.35 -1.05 4.90  0.027
H16 -5.17 0.45 5.82  0.038
H17 -4.45 -3.86 1.27  0.027
H18 -3.19 -5.08 1.57  0.046
H19 -3.13 -4.12 0.09  0.036
H20 -6.31 -1.61 -1.31  0.107
H21 -4.64 -1.93 -1.85  0.105
H22 -5.18 -0.25 -1.63  0.103
H23 -5.44 2.57 -0.10  0.101
H24 -4.90 3.38 1.40  0.090
H25 -6.35 2.34 1.42  0.110
H26 0.59 -2.27 7.15  0.105
H27 -0.83 -3.04 6.38  0.100
H28 -0.94 -1.37 7.01  0.098
Cl1 -1.79 3.04 1.11  0.742
C24 -0.23 3.82 1.19  -0.581
C25 0.00 4.89 0.43  -0.065
C26 1.25 5.63 0.53  -0.045
C27 2.24 5.19 1.31  -0.040
C28 2.15 3.90 2.08  -0.181
C29 0.75 3.29 2.15  -0.267
C30 0.46 2.36 3.06  0.040
H29 -0.77 5.25 -0.25  0.118
H30 1.35 6.55 -0.03  0.120
H31 3.16 5.74 1.39  0.126
H32 4.09 3.47 1.25  0.193
H33 -0.54 1.96 3.17  0.023
H34 1.19 2.03 3.78  0.089

---

Question: Among the records above, which one has the highest largest force on an atom?
Answer: C30H33N9O2STi

---

Question: What is the formula in the first record?
Answer: C30H33N9O2STi